DFT (the ωB97M-V functional and the def2-TZVPD basis) results for one molecule with the formula C4H5BS in a non-equilibrium geometry.

```
11
C4H5BS, DFT the ωB97M-V functional and the def2-TZVPD basis
B 1.903 0.161 0.240
C -0.680 1.018 0.373
C -1.892 0.376 0.267
C -1.119 -1.978 -1.157
C 0.569 0.470 0.282
S -2.330 -1.194 -0.389
H 2.234 1.399 0.226
H 2.669 -0.692 0.368
H -0.565 2.065 0.487
H -2.856 0.741 0.262
H -1.537 -2.799 -1.813
```

Summary:
electronic energy: -15732.171 eV
spin multiplicity: 3
expectation value of S²: 2.05
total charge: 0

=====

DFT (the ωB97M-V functional and the def2-TZVPD basis) results for C4H5BeO6 as an isolated structure in a non-equilibrium geometry.

```
16
C4H5BeO6, DFT the ωB97M-V functional and the def2-TZVPD basis
H 0.830 -0.244 -0.543
O -1.005 -0.538 2.030
C -0.944 -0.050 0.865
O -0.319 1.044 0.689
O -1.414 -0.754 -0.132
C -1.417 -0.229 -1.478
O 1.046 -0.111 -1.488
C 2.400 0.801 2.544
C -0.111 -0.425 -2.229
O 1.233 0.759 2.440
O 3.522 0.965 2.698
Be -0.024 0.740 1.903
H -1.699 0.832 -1.452
H -2.212 -0.799 -1.971
H -0.074 -1.460 -2.614
H -0.128 0.250 -3.096
```

Summary:
relative energy (zero: lowest compared OMol25 entry of this formula, charge and spin): 0.0 kJ/mol
spin multiplicity: 1
total charge: +1

=====

DFT (the ωB97M-V functional and the def2-TZVPD basis) results for C4H5Br3N2O2S2 as an isolated structure in a non-equilibrium geometry.

```
18
C4H5Br3N2O2S2, DFT the ωB97M-V functional and the def2-TZVPD basis
C 2.049 -1.602 -0.282
C 0.785 -1.395 0.259
C 2.396 1.852 -0.156
C -3.166 0.058 -0.554
N 2.682 -0.445 -0.419
N 1.969 0.529 -0.007
O -1.446 -0.099 1.424
O -3.509 -1.238 1.809
S 0.475 0.201 0.609
S -2.394 -1.156 0.847
Br -3.836 1.673 0.526
Br -4.614 -0.912 -1.380
Br -1.804 0.614 -1.767
H 2.570 -2.516 -0.688
H 0.044 -2.113 0.276
H 3.237 1.990 -0.997
H 1.643 2.514 -0.279
H 2.922 2.045 0.781
```

Summary:
electronic energy: -243098.175 eV
spin multiplicity: 1
total charge: 0

=====

DFT (the ωB97M-V functional and the def2-TZVPD basis) results for a 2-piece molecular cluster, C4H5BrClNS overall.

```
13
C4H5BrClNS, DFT the ωB97M-V functional and the def2-TZVPD basis
Cl 5.091 3.066 0.242
S 3.280 2.213 -0.169
C 3.662 0.582 -0.079
C 3.820 -0.615 -0.041
Br 4.133 -2.383 -0.024
C 0.343 0.894 -0.926
N -0.586 0.770 -0.097
C -0.719 -0.418 0.683
H 0.390 1.805 -1.506
H 1.114 0.142 -1.121
H -1.568 -0.980 0.290
H 0.171 -1.062 0.667
H -0.960 -0.124 1.705
```

Summary:
relative energy (zero: lowest compared OMol25 entry of this formula, charge and spin): 239.6 kJ/mol
spin multiplicity: 1
SMILES: ClSC#CBr.C=NC
total charge: 0

=====

DFT (the ωB97M-V functional and the def2-TZVPD basis) results for a 2-piece molecular cluster, C4H5BrO overall in a non-equilibrium geometry.

```
11
C4H5BrO, DFT the ωB97M-V functional and the def2-TZVPD basis
C 0.975 -0.378 0.016
C -0.052 0.101 -0.390
C 2.288 -0.970 0.181
C -2.005 0.818 -0.529
O -2.079 1.859 0.316
Br -3.035 -0.652 0.082
H 2.506 -1.257 1.284
H 2.435 -2.039 -0.175
H 2.957 -0.222 -0.279
H -2.365 1.188 -1.554
H -1.626 1.552 1.049
```

Summary:
relative energy (zero: lowest compared OMol25 entry of this formula, charge and spin): 380.1 kJ/mol
spin multiplicity: 1
total charge: 0

=====

DFT (the ωB97M-V functional and the def2-TZVPD basis) results for one molecule with the formula C4H5Cl2FS in a non-equilibrium geometry.

```
13
C4H5Cl2FS, DFT the ωB97M-V functional and the def2-TZVPD basis
F 2.446 -0.130 1.389
C 1.668 -0.128 0.241
Cl 1.645 1.523 -0.400
Cl 2.372 -1.341 -0.846
C 0.244 -0.497 0.678
C -0.777 -0.352 -0.389
C -1.646 0.886 -0.533
S -2.437 -0.616 0.076
H 0.251 -1.510 0.959
H -0.008 0.143 1.485
H -0.524 -0.852 -1.355
H -1.473 1.606 0.249
H -1.762 1.269 -1.554
```

Summary:
relative energy (zero: lowest compared OMol25 entry of this formula, charge and spin): 5.1 kJ/mol
spin multiplicity: 1
SMILES: FC(Cl)(Cl)C[C@@H]1CS1
total charge: 0

=====

DFT (the ωB97M-V functional and the def2-TZVPD basis) results for one molecule with the formula C4H5ClI2O in a non-equilibrium geometry.

```
13
C4H5ClI2O, DFT the ωB97M-V functional and the def2-TZVPD basis
O -0.942 -2.384 0.897
C -1.140 -1.028 0.905
C 0.088 -0.411 0.185
I 1.813 -1.755 -0.414
C -0.022 0.901 -0.209
I -1.718 2.039 0.673
C 1.113 1.469 -1.022
Cl 0.623 3.022 -1.640
H -0.010 -2.715 0.612
H -1.995 -0.790 0.434
H -1.174 -0.709 1.954
H 2.105 1.524 -0.480
H 1.260 0.838 -1.896
```

Summary:
relative energy (zero: lowest compared OMol25 entry of this formula, charge and spin): 0.0 kJ/mol
spin multiplicity: 1
SMILES: OC/C(I)=C(\I)CCl
total charge: 0

=====

DFT (the ωB97M-V functional and the def2-TZVPD basis) results for C4H5ClN2 as an isolated structure in a non-equilibrium geometry.

```
12
C4H5ClN2, DFT the ωB97M-V functional and the def2-TZVPD basis
C 1.885 1.689 -0.475
C 0.928 1.259 0.099
C 0.138 -1.398 0.502
C -0.248 0.534 0.590
N -0.271 -1.973 -0.493
N -1.366 0.777 -0.273
Cl -2.862 -0.069 -0.066
H 2.576 2.320 -0.837
H 0.942 -1.601 1.260
H -0.445 0.741 1.589
H -0.150 -3.036 -0.637
H -1.127 0.758 -1.258
```

Summary:
relative energy (zero: lowest compared OMol25 entry of this formula, charge and spin): 544.4 kJ/mol
spin multiplicity: 1
total charge: 0

=====

DFT (the ωB97M-V functional and the def2-TZVPD basis) results for one molecule with the formula C4H5ClN2 in a non-equilibrium geometry.

```
12
C4H5ClN2, DFT the ωB97M-V functional and the def2-TZVPD basis
C 0.903 -0.449 0.145
C -0.054 -1.395 0.052
C 0.676 0.932 0.134
C -1.851 0.172 -0.423
N -1.341 -1.081 -0.260
N 1.463 1.937 -0.099
Cl -3.504 0.192 -0.045
H 1.895 -0.751 0.446
H 0.046 -2.427 0.192
H -2.095 -1.824 0.048
H 1.474 2.786 0.526
H 2.389 1.908 -0.716
```

Summary:
relative energy (zero: lowest compared OMol25 entry of this formula, charge and spin): 521.2 kJ/mol
spin multiplicity: 1
total charge: 0

=====

DFT (the ωB97M-V functional and the def2-TZVPD basis) results for one molecule with the formula C4H5ClN2 in a non-equilibrium geometry.

```
12
C4H5ClN2, DFT the ωB97M-V functional and the def2-TZVPD basis
C -1.703 -0.922 -0.005
C -0.331 -0.333 0.006
N 0.795 -1.014 0.003
C 1.785 -0.077 -0.003
Cl 3.447 -0.514 0.002
C 1.267 1.195 -0.005
N -0.081 1.012 0.006
H -1.614 -2.008 -0.008
H -2.292 -0.602 0.885
H -2.233 -0.626 -0.869
H 1.737 2.146 0.010
H -0.776 1.743 -0.023
```

Summary:
relative energy (zero: lowest compared OMol25 entry of this formula, charge and spin): 0.0 kJ/mol
spin multiplicity: 1
SMILES: Cc1nc(Cl)c[nH]1
total charge: 0

=====

DFT (the ωB97M-V functional and the def2-TZVPD basis) results for one molecule with the formula C4H5ClN2O in a non-equilibrium geometry.

```
13
C4H5ClN2O, DFT the ωB97M-V functional and the def2-TZVPD basis
H 3.352 -1.681 0.237
N 2.742 -0.947 -0.331
C 1.523 -0.633 -0.086
N 0.958 0.727 -0.189
C -0.452 0.873 -0.652
O -0.752 1.931 -1.335
C -1.338 -0.208 -0.032
C -2.184 0.496 0.850
Cl -1.642 -1.784 -0.838
H 1.026 -1.350 0.449
H 1.698 1.241 -0.519
H -2.849 -0.155 1.437
H -2.081 1.489 1.009
```

Summary:
relative energy (zero: lowest compared OMol25 entry of this formula, charge and spin): 357.5 kJ/mol
spin multiplicity: 1
SMILES: [H]/N=C/NC(=O)C(=C)Cl
total charge: 0

=====

DFT (the ωB97M-V functional and the def2-TZVPD basis) results for a 2-piece molecular cluster, C4H5ClN2O2S overall in a non-equilibrium geometry.

```
15
C4H5ClN2O2S, DFT the ωB97M-V functional and the def2-TZVPD basis
C 0.602 0.902 -1.612
C -1.207 1.754 0.447
C 0.860 -2.238 -0.304
C 0.692 0.736 -0.238
N 0.572 1.028 -2.771
N -0.970 2.274 1.482
O 0.163 -0.798 1.884
O -1.408 -0.880 -0.061
S -0.058 -0.770 0.460
Cl -2.403 1.625 -0.698
H 1.874 -2.324 0.102
H 0.204 -3.044 0.174
H 0.780 -2.163 -1.451
H 1.639 1.003 0.308
H -1.339 2.894 2.277
```

Summary:
relative energy (zero: lowest compared OMol25 entry of this formula, charge and spin): 355.1 kJ/mol
spin multiplicity: 1
total charge: 0

=====

DFT (the ωB97M-V functional and the def2-TZVPD basis) results for a 2-piece molecular cluster, C4H5ClO3 overall in a non-equilibrium geometry.

```
13
C4H5ClO3, DFT the ωB97M-V functional and the def2-TZVPD basis
C 1.387 -0.143 -0.810
C 0.452 0.899 -0.228
Cl -1.011 1.113 -1.270
C 0.040 0.481 1.218
O -1.006 0.690 1.785
H 2.268 -0.126 -0.141
H 1.722 0.078 -1.834
H 0.854 -1.133 -0.787
H 0.984 1.960 -0.355
H 0.798 -0.211 1.613
O -3.157 -0.660 0.464
C -2.167 -1.193 0.269
O -1.163 -1.755 0.077
```

Summary:
relative energy (zero: lowest compared OMol25 entry of this formula, charge and spin): 0.0 kJ/mol
spin multiplicity: 1
SMILES: C[C@@H](Cl)C=O.O=C=O
total charge: 0

=====

DFT (the ωB97M-V functional and the def2-TZVPD basis) results for one molecule with the formula C4H5ClO3 in a non-equilibrium geometry.

```
13
C4H5ClO3, DFT the ωB97M-V functional and the def2-TZVPD basis
Cl -3.040 -0.437 0.361
C -1.484 -0.005 -0.126
O -0.553 -1.166 -0.663
C 0.623 -1.194 -0.010
C 1.409 0.120 -0.094
O 0.634 1.346 0.236
C -0.719 1.217 0.233
O -1.503 1.084 -0.932
H 1.313 -1.829 -0.579
H 0.493 -1.380 1.060
H 2.255 -0.003 0.623
H 1.825 0.326 -1.082
H -1.251 1.919 0.975
```

Summary:
relative energy (zero: lowest compared OMol25 entry of this formula, charge and spin): 282.0 kJ/mol
spin multiplicity: 1
SMILES: Cl[C@]12OCCO[C@H]1O2
total charge: 0

=====

DFT (the ωB97M-V functional and the def2-TZVPD basis) results for a 2-piece molecular cluster, C4H5ClOSi overall in a non-equilibrium geometry.

```
12
C4H5ClOSi, DFT the ωB97M-V functional and the def2-TZVPD basis
C 0.654 0.414 0.286
C 0.766 -0.187 -0.928
C 0.208 0.715 1.411
C -0.188 1.269 2.651
O 0.300 -1.678 -3.812
Si -0.593 -1.601 -2.581
Cl 2.235 -0.165 -1.684
H -1.218 1.936 2.484
H 0.565 1.853 2.980
H -0.246 0.428 3.358
H -1.155 -2.525 -1.568
H -1.329 -0.461 -2.597
```

Summary:
relative energy (zero: lowest compared OMol25 entry of this formula, charge and spin): 407.3 kJ/mol
spin multiplicity: 1
total charge: 0

=====

DFT (the ωB97M-V functional and the def2-TZVPD basis) results for one molecule with the formula C4H5ClS in a non-equilibrium geometry.

```
11
C4H5ClS, DFT the ωB97M-V functional and the def2-TZVPD basis
S 1.363 0.826 2.235
C 0.602 0.304 0.918
C 0.382 -1.020 0.271
C -0.554 -0.400 -0.765
C -0.385 1.022 -0.142
Cl 0.397 2.192 -1.153
H 1.312 -1.397 -0.176
H -0.042 -1.695 1.012
H -0.213 -0.582 -1.782
H -1.612 -0.746 -0.692
H -1.249 1.495 0.275
```

Summary:
relative energy (zero: lowest compared OMol25 entry of this formula, charge and spin): 99.3 kJ/mol
spin multiplicity: 1
SMILES: S=C1CC[C@@H]1Cl
total charge: 0

=====

DFT (the ωB97M-V functional and the def2-TZVPD basis) results for C4H5ClS2 as an isolated structure in a non-equilibrium geometry.

```
12
C4H5ClS2, DFT the ωB97M-V functional and the def2-TZVPD basis
C 0.834 0.728 0.969
C 1.760 -0.045 0.364
C -0.628 0.362 0.622
C -0.730 -0.227 -0.713
S 1.356 -1.173 -0.817
S -2.018 -1.371 -1.032
Cl -0.700 1.096 -1.931
H 0.932 1.536 1.755
H 2.696 0.018 0.793
H -0.834 -0.450 1.461
H -1.239 1.221 0.665
H -1.430 -1.695 -2.137
```

Summary:
relative energy (zero: lowest compared OMol25 entry of this formula, charge and spin): 159.8 kJ/mol
spin multiplicity: 1
total charge: 0

=====

DFT (the ωB97M-V functional and the def2-TZVPD basis) results for C4H5EuLiO2 as an isolated structure in a non-equilibrium geometry.

```
13
C4H5EuLiO2, DFT the ωB97M-V functional and the def2-TZVPD basis
H -0.540 0.650 2.639
C -0.074 -0.027 1.168
C -0.259 1.170 0.229
C -0.301 0.548 -1.173
C -0.020 -0.918 -0.874
O -1.018 -0.939 0.975
O 1.056 -0.656 0.733
Li 2.061 -2.113 1.302
Eu 0.572 -2.990 -2.365
H 0.567 1.879 0.366
H -1.190 1.696 0.482
H 0.435 1.025 -1.841
H -1.290 0.676 -1.642
```

Summary:
relative energy (zero: lowest compared OMol25 entry of this formula, charge and spin): 592.6 kJ/mol
spin multiplicity: 9
expectation value of S²: 20.01
total charge: +1

=====

DFT (the ωB97M-V functional and the def2-TZVPD basis) results for a 2-piece molecular cluster, C4H5F2NO3S overall in a non-equilibrium geometry.

```
16
C4H5F2NO3S, DFT the ωB97M-V functional and the def2-TZVPD basis
C 1.737 -1.273 -1.078
C 0.478 -1.005 -1.083
C -1.125 -0.679 1.029
C 0.336 -0.311 1.378
N -0.053 -0.332 0.032
O -0.150 2.324 -1.865
O -1.535 2.587 0.056
O -2.209 0.128 1.105
F 0.765 0.901 1.884
F 1.255 -1.199 1.711
S -0.500 3.164 -0.773
H 2.217 -1.520 -2.018
H 2.393 -0.851 -0.210
H -0.299 -1.287 -1.797
H -1.230 -1.732 0.877
H -2.078 1.085 0.750
```

Summary:
relative energy (zero: lowest compared OMol25 entry of this formula, charge and spin): 11.2 kJ/mol
spin multiplicity: 1
total charge: 0

=====

DFT (the ωB97M-V functional and the def2-TZVPD basis) results for C4H5F3N2NaO8 as an isolated structure.

```
23
C4H5F3N2NaO8, DFT the ωB97M-V functional and the def2-TZVPD basis
Na -0.025 1.259 1.497
N 2.166 3.388 2.550
O 2.294 2.168 2.200
O 1.417 3.673 3.494
O 2.800 4.258 1.929
N -2.619 3.309 1.980
O -2.373 4.407 2.481
O -3.564 3.146 1.194
O -1.897 2.299 2.268
C -0.575 -1.025 -3.115
C 0.765 -1.418 -2.527
O 0.685 -2.479 -1.560
C 0.226 -2.161 -0.368
O -0.162 -1.087 -0.024
C 0.237 -3.382 0.583
F 1.181 -3.214 1.525
F -0.947 -3.482 1.189
F 0.470 -4.515 -0.056
H -0.397 -0.269 -3.878
H -1.258 -0.648 -2.353
H -1.087 -1.863 -3.593
H 1.269 -0.556 -2.091
H 1.394 -1.808 -3.327
```

Summary:
electronic energy: -36154.959 eV
spin multiplicity: 1
total charge: -1